A molecular structure, C7H24LiN6O7. Source: OMol25; level of theory: wB97M-V/def2-TZVPD.

Structure (XYZ):
```
45
Properties=species:S:1:pos:R:3:forces:R:3:mulliken_charge:R:1
Li -15.712 -15.012 -5.060 -0.012 -0.267 0.175 0.78
C -16.033 -12.217 -6.855 0.992 0.634 0.527 -0.46
C -15.292 -12.792 -8.049 -1.321 -0.603 -0.198 -0.54
O -16.033 -13.924 -8.560 0.361 -0.185 0.246 -0.59
O -15.763 -12.941 -5.638 -0.217 -0.208 -0.181 -0.15
H -17.107 -12.105 -6.997 -0.027 -0.367 -0.412 0.30
H -15.648 -11.230 -6.598 0.059 0.423 -0.743 0.43
H -14.290 -13.151 -7.812 0.093 0.560 0.234 0.27
H -15.297 -12.080 -8.874 0.343 0.328 0.268 0.30
H -15.403 -14.648 -8.566 -0.158 -0.251 -0.258 0.33
H -16.264 -12.427 -5.000 0.000 -0.312 0.527 0.13
C -19.558 -14.054 -6.101 1.853 2.538 -0.784 -0.36
C -18.761 -15.337 -6.105 -0.774 -1.754 0.239 -0.43
O -17.356 -15.218 -6.399 -1.180 0.439 0.454 -0.34
O -20.944 -14.083 -6.081 -0.654 -1.448 0.356 -0.54
H -19.212 -13.540 -6.998 -0.045 0.004 -0.707 0.22
H -19.165 -13.353 -5.365 0.040 -0.179 0.875 0.24
H -19.222 -15.985 -6.850 -0.011 -0.131 -0.161 0.38
H -18.847 -15.897 -5.174 0.132 0.210 0.171 0.38
H -17.289 -15.115 -7.351 0.320 0.361 -0.188 0.20
H -21.330 -13.241 -6.331 0.314 0.035 -0.040 0.33
C -15.519 -13.966 -2.239 -3.479 -1.159 -1.223 0.45
O -15.852 -14.859 -3.075 -0.229 0.962 1.871 -0.55
N -14.430 -13.316 -2.375 4.837 1.594 -1.595 -0.31
N -16.261 -13.450 -1.258 -2.547 -0.513 1.246 -0.44
H -14.256 -12.376 -2.049 -0.198 -0.385 0.137 0.26
H -14.036 -13.604 -3.260 0.835 0.271 -0.055 0.23
H -15.969 -12.667 -0.690 0.126 -0.331 -0.250 0.17
H -17.247 -13.665 -1.234 0.231 -0.192 0.155 0.26
C -14.908 -17.863 -4.476 0.180 -1.990 0.560 0.58
O -15.533 -17.003 -5.019 -1.447 1.735 -1.850 -0.56
N -14.117 -17.675 -3.448 2.353 0.957 2.495 -0.34
N -14.944 -19.186 -4.751 -0.737 -1.497 -1.547 -0.47
H -13.956 -16.749 -3.078 -0.167 -0.132 -0.195 0.19
H -13.471 -18.419 -3.228 -0.075 0.507 0.305 0.19
H -14.518 -19.885 -4.159 -0.199 0.354 -0.146 0.14
H -15.485 -19.536 -5.529 0.066 0.240 0.203 0.23
C -12.507 -14.318 -5.069 1.216 0.632 0.470 0.61
O -13.594 -14.593 -4.690 -4.006 -1.910 1.111 -0.49
N -11.412 -14.896 -4.674 3.555 -2.034 0.554 -0.38
N -12.297 -13.193 -5.739 0.010 1.241 -1.815 -0.44
H -11.330 -15.660 -4.019 -0.482 0.004 -0.398 0.24
H -10.544 -14.496 -4.998 -0.020 -0.375 0.383 0.13
H -12.898 -12.524 -5.279 0.468 0.956 -0.969 0.25
H -11.339 -13.082 -6.038 -0.397 1.239 0.155 0.16
```
Positions in Å, forces in eV/Å.

- molar mass (g/mol) = 311.24
- energy (a.u.) = -1143.79903
- energy relative to the best compared isomer or geometry (same formula, charge and spin) (kcal/mol) = 52.77
- 2S+1 = 1
- charge = +1
- HOMO level (Eh) = -0.4531
- Kohn-Sham gap (eV) = 9.912
- max |F| (eV/Å) = 5.34